# 1
2 unconnected molecules or ions with the total composition C8H14NO2 at a distorted geometry, computed with ωB97M-V with the def2-TZVPD basis set.

The geometry in ORCA input format:
```
! wB97M-V def2-TZVPD RIJCOSX def2/J DEFGRID3
* xyz 1 1
C 1.64 -2.50 0.37
C 0.58 -1.89 -0.22
C -2.74 1.31 0.10
C -1.23 1.31 -0.17
C -2.64 -0.21 0.28
C 2.49 0.58 -1.13
C 1.86 0.90 0.14
C -0.18 -0.92 0.43
N -1.22 -0.19 -0.26
O 2.82 -0.05 0.12
O 1.76 1.95 0.94
H 2.24 -3.22 -0.17
H 1.88 -2.33 1.40
H 0.36 -2.09 -1.26
H -3.05 1.87 0.98
H -3.34 1.62 -0.74
H -0.89 1.80 -1.08
H -0.63 1.65 0.67
H -2.65 -0.53 1.31
H -3.32 -0.82 -0.31
H 1.98 -0.06 -1.83
H 3.28 1.21 -1.54
H -0.14 -0.75 1.49
H -1.21 -0.49 -1.24
H 2.33 1.86 1.72
*
```

Its total energy is -14095.913 eV. The value obtained for the gap between HOMO and LUMO (alpha / beta) is 0.2594 / 0.3136 hartree. As for the relative energy (zero: lowest compared OMol25 entry of this formula, charge and spin): 122.73 kcal/mol.

# 2
A single C8H14NO3 molecule at a distorted geometry, computed with ωB97M-V with the def2-TZVPD basis set.

The geometry in ORCA input format:
```
! wB97M-V def2-TZVPD RIJCOSX def2/J DEFGRID3
* xyz 0 2
C -0.18 -1.20 -0.06
C -1.32 -0.41 -0.65
C -2.41 0.07 0.20
O -2.34 0.05 1.44
C 0.68 -1.88 -1.13
C -0.71 -2.28 0.90
C -1.36 -0.15 -2.12
C -3.68 0.59 -0.44
H 1.34 -2.62 -0.67
H 0.05 -2.40 -1.87
H 1.32 -1.16 -1.67
H 0.06 -3.04 1.08
H -1.00 -1.87 1.87
H -1.58 -2.77 0.44
H -1.95 0.73 -2.38
H -0.34 -0.01 -2.52
H -1.78 -1.02 -2.65
H -4.44 0.72 0.34
H -3.50 1.56 -0.92
H -4.05 -0.11 -1.20
C 0.80 -0.08 0.80
H 1.13 0.69 0.10
H 0.20 0.33 1.61
N 2.00 -0.69 1.38
O 3.04 -0.65 0.75
O 1.90 -1.23 2.47
*
```

Its total energy is -16151.588 eV. The value obtained for the gap between HOMO and LUMO (alpha / beta) is 0.3381 / 0.3122 hartree. As for the relative energy (zero: lowest compared OMol25 entry of this formula, charge and spin): 0.00 kcal/mol.

# 3
A molecular structure, C8H14NO3P at a distorted geometry, computed with ωB97M-V with the def2-TZVPD basis set.

The geometry in ORCA input format:
```
! wB97M-V def2-TZVPD RIJCOSX def2/J DEFGRID3
* xyz 0 1
C 1.72 -1.11 2.51
C 0.95 -1.64 1.45
C 2.12 0.15 2.15
C 0.81 -0.68 0.52
C -2.75 -0.15 1.31
C 1.66 1.58 0.09
C 0.81 -0.27 -3.45
C -2.46 0.79 0.20
N 1.56 0.39 0.90
O -1.08 -1.94 -1.92
O 0.08 0.26 -2.37
O -1.85 0.31 -1.00
P -0.66 -0.70 -1.31
H 2.00 -1.74 3.23
H 0.35 -2.55 1.43
H 2.88 0.71 2.60
H -3.85 -0.49 1.40
H -2.08 -0.92 1.33
H -2.69 0.33 2.29
H 2.16 1.44 -0.81
H 0.71 1.83 -0.12
H 2.10 2.34 0.74
H 0.63 0.52 -4.29
H 0.43 -1.16 -3.94
H 1.90 -0.29 -3.38
H -2.00 1.67 0.60
H -3.43 1.30 -0.16
*
```

Its total energy is -25442.839 eV. The value obtained for the gap between HOMO and LUMO is 0.3436 hartree. As for the relative energy (zero: lowest compared OMol25 entry of this formula, charge and spin): 31.99 kcal/mol.